Entry 1:
9
Properties=species:S:1:pos:R:3:forces:R:3 method="wB97M-V/def2-TZVPD" lumo_ev=-0.6222 energy_ev=-23572.384 gap_ev=8.327 mol_weight_g_mol=205.02 fmax_ha_per_bohr=0.0791
C 0.1470 0.4688 1.3298 -0.59 -0.92 -2.65
N -1.0057 -0.0685 1.1275 -1.93 1.60 2.24
O -1.6991 -0.2175 0.1115 0.18 -0.73 -1.63
S 0.7269 -0.1627 -3.3120 -0.67 -0.32 0.65
I 2.4148 -0.5698 -1.7039 0.33 -0.04 0.00
H 0.8758 0.6905 0.5962 0.05 0.08 -1.05
H -0.2376 -0.6022 -2.4375 0.34 0.34 -0.62
H 0.3997 0.5796 2.2824 0.95 0.38 3.94
H -1.6219 -0.1182 2.0061 1.35 -0.39 -0.87

***

Entry 2:
9
Properties=species:S:1:pos:R:3:forces:R:3 method="wB97M-V/def2-TZVPD" lumo_ev=-0.3503 energy_ev=-23573.796 gap_ev=8.624 mol_weight_g_mol=205.02 fmax_ha_per_bohr=0.0821
C -0.9352 1.6922 1.1070 -1.02 -0.76 -3.38
N 1.1839 -1.5558 -1.1852 -1.21 1.67 1.57
O 0.2996 1.3425 0.7564 -0.26 1.61 3.62
S -2.2571 1.6020 0.1404 0.76 -0.18 0.29
I -0.6294 -2.2960 -0.5081 0.37 0.14 0.05
H 0.1390 0.9220 -0.0317 0.12 -1.89 -3.77
H -1.0993 2.0870 2.0210 0.40 1.18 3.18
H 1.8589 -1.6032 -0.4341 -0.03 -0.20 0.20
H 1.4396 -2.1906 -1.8658 0.85 -1.55 -1.76

***

Entry 3:
8
Properties=species:S:1:pos:R:3:forces:R:3 method="wB97M-V/def2-TZVPD" lumo_ev="-1.3339 / -1.3344" energy_ev=-21525.530 gap_ev="7.065 / 7.066" mol_weight_g_mol=189.02 fmax_ha_per_bohr=0.0567
C -0.0584 -0.3626 0.6692 -2.80 -0.66 0.47
N 0.8714 0.4194 -0.0615 2.21 0.46 -0.94
S 0.7459 2.1661 0.0486 0.78 -1.05 -0.25
I 3.1104 -0.1517 -0.0033 -1.81 0.16 0.40
H -0.0776 -1.4519 0.4184 0.64 0.93 -0.17
H -0.2074 -0.3271 1.7706 0.87 0.44 -0.32
H -1.0725 0.0121 0.2949 1.07 -0.36 0.26
H 1.7557 2.3204 -0.8848 -0.95 0.08 0.55